ORCA calculation (ωB97M-V/def2-TZVPD) on a single C4H5NO2 molecule.

The geometry in XYZ format:
```
12
Properties=species:S:1:pos:R:3:forces:R:3
H 0.08053 0.54610 -2.41301 -0.037 -0.100 0.137
H 2.19425 -0.14660 -1.13533 -0.153 -0.060 0.042
C 1.20876 -0.35863 -0.73169 0.229 -0.261 -0.049
N 0.46126 0.84566 -0.34386 -0.097 0.253 0.222
O 0.02195 1.69768 1.71213 -0.064 -0.250 -0.112
C -1.14335 -0.27740 1.39171 -0.149 -0.522 -0.205
O -1.42274 -1.29355 0.80481 0.183 0.634 0.370
H -1.51857 -0.02384 2.40607 -0.031 -0.131 -0.215
H 1.13949 -1.22622 -0.07915 -0.001 0.125 -0.108
H -0.89555 -0.57901 -1.32057 0.128 0.039 -0.069
C -0.01069 0.02916 -1.46191 -0.160 -0.149 -0.207
C -0.18149 0.82536 0.90522 0.151 0.422 0.194
```
Forces are in eV/Å.

Summary:
SMILES: O=CC(=O)N1CC1
HOMO-LUMO gap (hartree): 0.3391



ORCA calculation (ωB97M-V/def2-TZVPD) on a gas-phase ion, CNO2S2 (charge -1) at a distorted geometry.

The geometry in XYZ format:
```
6
Properties=species:S:1:pos:R:3:forces:R:3
S 0.95116 0.38327 1.05192 0.741 0.549 0.476
O 2.26063 0.11188 0.46939 -0.258 0.004 0.013
N -1.61686 0.53961 -1.78747 -0.170 0.370 -0.301
C -1.13273 -0.21287 -1.05498 -0.306 0.277 -0.429
O 0.85402 0.00800 2.45907 -0.092 -0.048 -0.213
S -0.46789 -1.29054 -0.01251 0.084 -1.152 0.455
```
Forces are in eV/Å.

Summary:
Net charge: -1
HOMO-LUMO gap (hartree): 0.3070



ORCA calculation (ωB97M-V/def2-TZVPD) on 2 unconnected molecules or ions with the total composition C2H5O2S2.

The geometry in XYZ format:
```
11
Properties=species:S:1:pos:R:3:forces:R:3
C 1.67394 -1.34027 -0.02446 0.097 0.047 -0.221
H -2.30667 1.88459 1.49591 -0.038 -0.013 0.079
H 1.99630 0.66188 -0.74295 -0.010 0.081 0.062
C 1.82191 -0.32610 -1.16982 0.052 0.014 0.143
O 0.62704 -1.22075 0.67738 -0.519 -0.112 0.469
H 2.66363 -0.58571 -1.79970 0.142 -0.072 -0.149
H -0.73638 -0.56974 0.27739 0.560 -0.028 -0.339
O 2.57426 -2.17202 0.14325 0.110 -0.014 -0.031
S -1.78487 0.11749 -0.39825 -0.254 0.243 0.231
H 0.90982 -0.25825 -1.75766 -0.111 -0.036 -0.043
S -1.43921 1.96668 0.47858 -0.029 -0.111 -0.200
```
Forces are in eV/Å.

Summary:
Net charge: -1
HOMO-LUMO gap (hartree): 0.2804



ORCA calculation (ωB97M-V/def2-TZVPD) on 2 unconnected molecules or ions with the total composition C7H7ClN2 at a distorted geometry.

The geometry in XYZ format:
```
17
Properties=species:S:1:pos:R:3:forces:R:3
N -0.37527 -0.52979 2.12514 -0.628 -0.644 0.893
H -0.29365 -2.54209 1.64172 0.154 -0.370 -1.048
Cl -1.57217 -1.47048 -1.22841 -0.264 0.309 -0.567
C 1.04540 -0.60287 0.02840 1.199 0.831 0.588
C 1.11302 1.67658 -0.21158 0.233 -0.724 1.652
H -1.82256 1.64566 -3.62756 0.027 -0.704 0.532
C 1.59782 0.47001 -0.75491 -0.472 0.114 -0.053
H 1.16976 2.76253 -0.30698 0.580 -0.583 -1.006
C -1.75921 0.78358 -2.97032 0.229 0.197 -0.208
C 0.39456 -0.06711 1.08983 -0.677 3.102 0.195
H 1.27130 -1.64613 0.09287 0.196 -0.408 -0.890
H -0.08324 2.02429 1.57191 0.950 -1.241 -1.070
C -1.60869 -0.17090 -2.25525 -0.338 0.066 0.083
N 0.48411 1.36471 0.98049 -1.166 -1.435 -0.113
H -1.14358 -2.21242 3.17175 -0.126 1.250 -0.820
C -0.69619 -1.75512 2.24690 0.690 -0.378 1.446
H 2.27860 0.26960 -1.59400 -0.587 0.620 0.386
```
Forces are in eV/Å.

Summary:
SMILES: C=Nc1ccc[nH]1.C#CCl
HOMO-LUMO gap (hartree): 0.3150



ORCA calculation (ωB97M-V/def2-TZVPD) on 2 unconnected molecules or ions with the total composition C8H6ClO4 at a distorted geometry.

The geometry in XYZ format:
```
19
Properties=species:S:1:pos:R:3:forces:R:3
O -0.21071 -1.95126 -1.85952 -0.126 0.412 -0.192
C 2.27400 1.23233 -0.44678 0.374 1.476 -0.424
H 3.82815 0.54686 0.33699 0.285 0.364 0.367
O 2.64640 2.35005 -0.72820 0.106 -0.805 0.056
H -2.87903 -1.48300 -1.26815 0.105 -0.269 -0.188
H -3.32020 -1.07955 1.12449 0.035 -0.068 0.292
C -0.66091 -1.18164 -1.02206 -0.310 -0.257 -0.167
C -0.10983 0.11701 0.93958 0.137 -0.403 -0.640
O -1.15813 -1.03311 2.77115 0.230 -0.038 -0.227
C -1.17208 -0.68113 1.61070 -0.555 0.503 0.541
C -2.08652 -1.25470 -0.57163 0.279 0.045 0.395
O 2.89431 0.54115 0.56421 -0.514 -0.803 -0.698
Cl -1.51017 2.19115 1.58582 -0.630 0.479 0.002
H 1.48937 -0.02915 -2.02434 0.319 -0.235 0.160
H 0.60254 1.42109 -1.66251 0.118 0.186 -0.118
C 1.13986 0.59240 -1.20212 -0.677 0.059 0.741
H 0.42169 0.86540 1.49226 0.404 -0.332 0.397
C -2.32266 -1.02644 0.71566 0.004 0.093 -0.351
C 0.13394 -0.13746 -0.35555 0.416 -0.409 0.055
```
Forces are in eV/Å.

Summary:
Net charge: -1
HOMO-LUMO gap (hartree): 0.2667



ORCA calculation (ωB97M-V/def2-TZVPD) on a molecular structure, C30H30AsCl5N4O2RuSi2 at a distorted geometry.

The geometry in XYZ format:
```
75
Properties=species:S:1:pos:R:3:forces:R:3
C 4.32974 -5.35840 0.40009 -0.010 -0.005 -0.031
H -3.46151 1.43652 -5.82390 0.013 0.006 -0.007
H -2.42535 -1.38842 5.37268 -0.002 -0.008 -0.002
H 1.94862 2.54486 -3.77306 -0.006 0.009 0.016
C -0.89201 3.28262 2.42371 -0.205 0.302 -0.133
C 1.52703 1.05559 -2.29384 -0.023 -0.095 0.206
H 4.92681 -6.20693 0.08712 0.001 -0.001 0.000
O 1.92669 -2.36995 3.80245 0.018 0.050 -0.081
Cl -0.53493 1.78160 -0.62517 -0.452 1.269 -0.415
H 3.45717 -3.62543 3.16969 0.015 -0.002 0.010
C 3.62657 -4.62685 -0.55054 -0.005 -0.043 0.054
C -0.59247 2.29865 3.54345 0.335 -0.007 0.116
N 1.75521 -0.25299 -1.99651 0.011 0.178 -0.075
Si -2.80310 1.90819 -3.45950 -0.065 0.077 0.001
H -3.18994 0.74551 0.39707 -0.003 0.040 -0.017
C -0.11481 -1.68185 2.92881 -0.086 0.050 -0.004
H -1.81072 4.25469 -1.09645 0.009 -0.021 0.004
Ru 1.10973 -1.16288 -0.25604 2.489 1.270 -0.417
C 0.43167 0.73440 0.33443 0.398 -1.864 1.189
C -3.04746 2.30417 -5.29812 -0.002 -0.050 0.003
Cl 3.20227 1.65993 2.70487 0.099 0.147 0.127
N 2.25476 -2.62760 -1.05651 0.477 -0.367 0.139
Cl 1.15439 1.23739 5.31052 -0.074 -0.222 -0.119
H -2.34542 5.11312 0.35724 0.010 0.005 0.009
C -1.99231 -1.44206 4.38116 -0.077 -0.004 0.006
C 2.86549 -3.52718 -0.16441 0.012 0.113 -0.217
H 0.27813 -3.43512 -2.98360 -0.026 0.010 -0.031
C -4.59039 1.39279 -3.05556 -0.003 -0.029 -0.027
H -2.76227 -1.30478 1.09422 -0.023 -0.096 0.005
H 1.14520 4.14556 -1.06388 0.080 -0.016 -0.084
C 3.49691 -3.90747 2.13282 -0.034 -0.016 -0.010
H -1.39068 -2.94920 -3.38526 -0.019 0.015 0.063
C 1.34533 -2.06540 2.75905 0.150 0.089 0.213
H -0.02216 -1.86792 -3.73831 0.004 0.000 0.045
C -2.18821 -1.38945 2.01149 0.071 -0.158 0.150
C 4.27783 -4.98713 1.72932 -0.009 0.004 0.021
H -3.86867 -1.20456 3.33915 -0.001 0.006 -0.007
H 0.14917 4.66651 1.09517 -0.038 0.036 0.005
H -3.80102 3.09896 -5.37764 -0.005 -0.003 0.009
C 0.90308 1.12177 1.45878 0.386 0.968 0.306
C 3.01724 -0.63629 -3.98889 -0.056 -0.066 -0.045
H -5.02883 2.25207 -2.52603 0.006 0.010 -0.012
Cl -1.84787 1.95472 4.68625 0.012 0.131 0.114
O 3.25205 -3.29248 -3.04771 0.120 0.017 -0.043
H 1.22583 3.71057 2.10606 0.011 0.002 -0.086
C -2.79651 -1.33244 3.25485 -0.030 -0.056 0.029
H -5.23260 1.16426 -3.90890 0.005 -0.017 0.008
H -3.44537 4.01563 -0.47609 0.002 -0.008 0.012
C 2.68394 -2.47191 -2.32857 -0.045 -0.089 0.294
C -2.40419 4.17155 -0.18539 0.049 0.016 -0.042
H -2.97741 0.95262 2.14188 0.000 0.034 -0.022
C 2.09716 1.50550 -3.49625 0.173 0.002 -0.215
H 3.67267 -4.88209 -1.59581 0.017 -0.001 -0.015
As -0.64954 -1.75956 -1.23879 -2.730 -0.777 -0.971
C 2.45816 -1.06816 -2.80865 -0.075 -0.195 0.045
H 0.30164 5.03927 2.81173 0.040 -0.044 0.049
C 2.74834 -3.18458 1.20417 -0.049 -0.017 -0.062
H 0.04193 -1.72804 5.05832 -0.006 -0.001 -0.022
H 4.84192 -5.53628 2.47420 0.000 0.003 0.005
C 0.62075 1.72420 3.73012 -0.184 0.117 0.258
Cl -2.23897 4.43582 3.03422 0.042 -0.102 -0.092
C -0.42242 -2.59836 -3.02753 0.302 -0.015 0.013
H -4.13698 1.96463 1.27293 0.015 0.018 0.008
H -2.14100 2.63146 -5.80546 0.003 -0.002 0.004
H 3.26137 1.08735 -5.25818 -0.010 -0.035 -0.019
H -4.62117 0.56572 -2.34175 0.012 0.004 0.003
C -0.63301 -1.62030 4.22228 0.076 0.065 -0.030
C 2.83390 0.69230 -4.34195 -0.080 0.122 0.081
N 1.81669 -2.15092 1.49763 -0.298 -0.169 0.002
C -3.16177 1.47567 1.20648 -0.173 0.251 0.099
C 1.47746 1.46967 2.60562 -0.261 -0.287 -0.399
C 0.27416 4.22802 2.08618 -0.030 -0.014 0.091
H 3.56619 -1.35436 -4.58140 0.024 0.017 -0.006
Si -1.84855 2.73430 0.87378 -0.167 -0.346 -0.149
N -0.88357 -1.56075 1.85571 -0.127 -0.207 0.096
```
Forces are in eV/Å.

Summary:
Net charge: -1
HOMO-LUMO gap (spin up / spin down) (hartree): 0.1943 / 0.1831
Spin multiplicity: 2